# C28H29BF3NO5

A 2-piece molecular cluster, C28H29BF3NO5 overall in a non-equilibrium geometry (ωB97M-V/def2-TZVPD, the Open Molecules 2025 dataset).

LUMO energy, eV: -0.97
Highest occupied orbital energy, eV: -8.2
Total charge: 0
Frontier orbital gap, Eh: 0.266
Maximum force, eV/Å: 2.70

```
67
Properties=species:S:1:pos:R:3:forces:R:3
C -5.34742 -2.90879 -4.43036 0.84 -0.09 -0.25
C -4.45001 -1.59906 -4.16264 0.12 -0.69 -0.26
B -2.92465 -2.15205 -4.10589 -0.53 0.83 -1.03
O -2.30188 -2.29367 -5.37063 -1.04 -1.27 1.93
C -2.23760 -2.53704 -2.70502 1.05 -0.81 1.38
C -2.98229 -3.38252 -1.76036 2.21 1.09 0.53
C -2.40950 -3.76940 -0.46565 0.16 0.62 -1.17
C -3.31129 -4.63393 0.48138 0.89 0.67 0.12
C -4.43584 -3.74663 1.16946 -0.14 -0.61 -0.36
C -5.79924 -4.49361 1.29218 -0.21 -0.30 -0.11
F -5.76210 -5.50703 2.23224 0.01 1.28 -1.09
F -6.81195 -3.63517 1.65507 1.16 -1.04 -0.41
F -6.18534 -5.09951 0.10127 0.48 0.91 1.45
C -1.05611 -3.35619 -0.09457 -1.46 0.46 -2.13
C -0.31605 -2.51666 -1.02627 -0.94 0.03 -0.37
C -0.89148 -2.07762 -2.32476 -0.44 -1.34 1.81
C 0.01232 -1.14895 -3.17538 0.68 0.58 0.83
O 0.10397 -1.14834 -4.37879 -0.42 -0.12 0.59
C 0.91735 -0.15819 -2.35672 1.08 1.09 2.19
C 1.20442 1.20986 -2.76590 0.54 -1.14 1.63
C 2.02648 2.09309 -1.93098 0.32 -0.69 -0.15
C 2.22343 3.56792 -2.46675 -1.18 -1.07 0.97
C 1.17709 4.47315 -1.68015 -0.03 0.32 -0.68
C 2.64184 1.65757 -0.65481 -1.68 -1.59 -1.39
C 3.51585 2.63139 0.21664 0.02 -0.46 -0.22
C 4.56440 1.88544 1.13369 0.52 0.36 -0.40
O 4.31685 2.10022 2.55646 -0.87 -0.86 -0.13
C 3.27788 1.29241 3.00864 -0.17 -0.44 -0.12
O 3.44272 0.38808 3.77489 0.17 0.79 -0.19
C 2.34652 0.26171 -0.24213 -0.39 1.27 -1.64
C 1.50171 -0.60157 -1.06803 -0.25 0.81 -0.59
C 1.13694 -2.06120 -0.64074 -0.46 0.75 -0.58
O 1.91111 -2.80211 -0.08273 -0.57 0.50 -0.03
H -6.27821 -2.68660 -5.00708 0.70 -0.09 0.69
H -5.58600 -3.47335 -3.49469 0.03 0.57 -0.77
H -4.72695 -3.59652 -5.07857 -0.81 0.54 0.57
H -4.56757 -0.97340 -5.09105 0.14 -0.28 1.11
H -4.75247 -1.06773 -3.22463 0.02 -0.31 -0.97
H -1.84531 -3.15696 -5.33012 0.51 0.87 -0.29
H -4.01310 -3.69263 -2.05129 0.98 0.17 0.46
H -3.71837 -5.48322 -0.12031 0.17 0.71 0.67
H -2.64669 -5.01991 1.29441 -0.65 -0.02 -0.75
H -4.11112 -3.48484 2.21267 -0.45 -0.01 -1.08
H -4.58592 -2.82956 0.54010 -0.10 -0.78 0.80
H -0.66565 -3.68097 0.89482 -0.03 0.41 -1.01
H 0.75584 1.57544 -3.71912 0.57 -0.23 0.89
H 1.94118 3.55512 -3.55448 0.69 0.20 1.02
H 3.26847 3.92509 -2.28637 -0.93 -0.35 -0.40
H 1.58736 5.51648 -1.57757 -0.53 -1.01 0.14
H 0.21982 4.54773 -2.27472 1.00 -0.11 0.63
H 0.89726 4.02813 -0.68956 0.48 0.56 -0.80
H 4.08557 3.35241 -0.43641 -0.70 -0.84 0.51
H 2.87805 3.28176 0.88275 0.50 -0.72 -0.69
H 4.63658 0.78188 0.95484 -0.20 0.98 0.00
H 5.59858 2.29237 0.95080 -1.16 -0.31 0.33
H 2.24053 1.49725 2.61531 0.94 0.28 -0.01
H 2.79441 -0.09284 0.72217 -0.71 -0.03 -1.18
C 3.89075 4.86769 7.43782 0.07 -0.11 0.08
C 3.21360 5.55755 6.39996 -0.08 0.05 -0.13
C 3.28730 4.77629 5.27531 0.02 -0.02 -0.08
N 3.98657 3.64369 5.59328 -0.06 0.02 0.06
C 4.35335 3.68917 6.91032 0.04 -0.04 -0.01
H 4.02290 5.19727 8.45643 -0.01 -0.03 -0.06
H 2.72685 6.51780 6.46989 0.02 -0.06 -0.01
H 2.90481 4.92832 4.27854 0.03 0.02 0.06
H 4.19806 2.89356 4.95734 0.07 0.08 0.07
H 4.91143 2.88194 7.35658 -0.03 0.06 -0.01
```
Positions in Å, forces in eV/Å.

Calculated atomic charges, method Löwdin, unit e: -0.1086 -0.1410 -0.4018 0.1025 -0.0077 0.0342 -0.1696 -0.1290 -0.0534 -0.5199 0.0940 0.0969 0.0789 0.0516 -0.0372 -0.0086 -0.2667 0.1249 -0.0423 0.0414 -0.1475 -0.1896 -0.1025 -0.1135 -0.1016 -0.1557 -0.0942 -0.3468 0.1119 0.0464 -0.0512 -0.2849 0.1103 0.0741 0.0580 0.0772 0.1046 0.0956 0.1149 0.1082 0.1242 0.1151 0.1376 0.1327 0.1255 0.1242 0.1058 0.0963 0.0749 0.0787 0.0726 0.1121 0.1281 0.1246 0.1375 0.1607 0.1032 -0.1158 -0.1173 -0.1459 0.0121 -0.1372 0.0889 0.0883 0.1011 0.1128 0.1068